{"formula": "C27H36O27", "method": "the ωB97M-V functional and the def2-TZVPD basis", "fmax_ha_per_bohr": 0.09300, "relative_energy_kcal_mol": 28.6, "smiles": "O=C1OCCO1.O=C1OCCO1.O=C1OCCO1.O=C1OCCO1.O=C1OCCO1.O=C1OCCO1.O=C1OCCO1.O=C1OCCO1.O=C1OCCO1", "lumo_ev": 0.1, "gap_ev": 10.5824, "species": ["C", "C", "O", "C", "O", "O", "H", "H", "H", "H", "C", "C", "O", "C", "O", "O", "H", "H", "H", "H", "C", "C", "O", "C", "O", "O", "H", "H", "H", "H", "C", "C", "O", "C", "O", "O", "H", "H", "H", "H", "C", "C", "O", "C", "O", "O", "H", "H", "H", "H", "C", "C", "O", "C", "O", "O", "H", "H", "H", "H", "C", "C", "O", "C", "O", "O", "H", "H", "H", "H", "C", "C", "O", "C", "O", "O", "H", "H", "H", "H", "C", "C", "O", "C", "O", "O", "H", "H", "H", "H"], "xyz": [[-3.818, 1.983, -2.364], [-2.852, 1.629, -1.290], [-1.710, 1.352, -2.091], [-2.112, 0.863, -3.289], [-1.501, 0.157, -4.022], [-3.365, 1.358, -3.495], [-3.876, 3.055, -2.445], [-4.792, 1.562, -2.170], [-3.076, 0.706, -0.663], [-2.608, 2.461, -0.615], [2.096, 0.496, 1.907], [1.224, 0.417, 0.593], [-0.071, 0.806, 1.088], [-0.125, 0.698, 2.472], [-1.146, 0.734, 3.066], [1.100, 0.520, 2.959], [2.686, 1.457, 2.035], [2.784, -0.336, 2.012], [1.148, -0.575, 0.222], [1.508, 1.114, -0.229], [1.666, -3.343, 1.135], [0.919, -4.598, 0.597], [1.777, -5.682, 0.978], [2.771, -5.271, 1.799], [3.484, -5.933, 2.409], [2.653, -3.938, 1.976], [0.966, -2.770, 1.687], [2.047, -2.667, 0.340], [0.760, -4.505, -0.460], [-0.037, -4.705, 1.104], [0.546, 3.108, -3.242], [1.457, 4.204, -2.585], [2.532, 3.516, -2.087], [2.685, 2.358, -2.828], [3.658, 1.736, -2.903], [1.528, 2.091, -3.498], [-0.033, 3.377, -4.128], [-0.122, 2.796, -2.417], [0.999, 4.779, -1.795], [1.666, 4.903, -3.374], [-2.116, -0.844, 5.590], [-0.632, -0.819, 5.641], [-0.212, -1.819, 4.763], [-1.254, -2.431, 4.194], [-1.127, -3.297, 3.390], [-2.438, -1.924, 4.710], [-2.529, 0.051, 5.073], [-2.588, -1.118, 6.517], [-0.214, -1.116, 6.608], [-0.338, 0.163, 5.273], [6.191, 0.490, -2.265], [5.736, -0.708, -3.019], [4.528, -1.149, -2.374], [4.428, -0.546, -1.181], [3.530, -0.758, -0.444], [5.475, 0.341, -0.996], [5.894, 1.462, -2.733], [7.323, 0.490, -2.177], [6.337, -1.571, -2.886], [5.503, -0.451, -4.025], [-3.394, -1.922, 1.824], [-3.187, -3.332, 1.186], [-4.031, -3.305, -0.035], [-4.621, -2.060, -0.217], [-5.215, -1.765, -1.226], [-4.303, -1.285, 0.830], [-2.521, -1.258, 1.909], [-4.020, -1.880, 2.735], [-3.582, -4.194, 1.750], [-2.158, -3.547, 0.872], [-2.624, -2.269, -3.274], [-1.218, -2.723, -3.795], [-0.496, -2.991, -2.569], [-1.081, -2.333, -1.538], [-0.599, -2.248, -0.453], [-2.285, -1.775, -1.976], [-3.347, -3.062, -3.185], [-3.077, -1.476, -3.929], [-0.680, -1.962, -4.309], [-1.222, -3.625, -4.453], [0.042, 4.525, 1.614], [-0.145, 5.886, 2.310], [-0.076, 6.796, 1.210], [-0.327, 6.113, 0.100], [-0.502, 6.586, -1.009], [-0.479, 4.815, 0.321], [-0.460, 3.620, 1.985], [1.126, 4.334, 1.483], [0.685, 6.077, 2.990], [-1.114, 5.904, 2.802]]}